C5H9N2O | ωB97M-V/def2-TZVPD

Element x y z (Å)
C: 1.6872 -1.0763 -0.2067
C: -0.5772 0.3934 1.3077
C: 1.2795 1.2059 -0.2353
C: -0.1976 0.9410 -0.1858
C: -0.4925 -0.4422 0.0281
N: 2.1695 0.0636 -0.1554
N: -1.7902 -0.9437 -0.4831
O: 0.3952 -1.4886 -0.1560
H: 2.2639 -2.0133 -0.2378
H: 0.1455 0.4301 2.0695
H: -1.5082 0.6676 1.5137
H: 1.5726 1.7492 -1.1930
H: 1.7200 1.8835 0.6012
H: -0.6579 1.6731 -0.9031
H: -1.4779 -1.5897 -1.2649
H: -2.2683 -0.0151 -0.7874
H: -2.2636 -1.4385 0.2883

Properties
SMILES string: [NH3+][C@]12C[C@H]1CN=CO2
Calculated total energy in hartree: -380.32083
HOMO level in eV: -13.94
Net charge: +1
M in g mol⁻¹: 113.1

Atomic partial charges in e from the Mulliken method, atoms 1 to 8: number 1, C, carries 0.02; number 2, C, carries -0.96; number 3, C, carries -0.67; number 4, C, carries -0.23; number 5, C, carries 0.57; number 6, N, carries -0.42; number 7, N, carries -0.14; number 8, O, carries -0.47